Molecular formula: C25H37N3O3PSTa
Method: DFT, the ωB97M-V functional and the def2-TZVPD basis

Positions of all 71 atoms, in Å:
Ta: 0.02 1.59 0.37
O: -0.40 2.62 -1.26
C: -0.11 3.72 -0.66
O: -0.58 3.74 0.52
C: 1.15 4.46 -0.96
C: 1.24 5.60 -1.70
C: 2.55 6.06 -2.02
C: 3.64 5.36 -1.63
C: 3.62 4.23 -0.83
C: 2.34 3.76 -0.56
S: 2.27 2.13 0.24
H: 0.34 6.07 -2.01
H: 2.71 6.97 -2.62
H: 4.60 5.72 -2.10
H: 4.45 3.58 -0.55
N: -1.81 1.29 7.32
C: -1.80 0.32 6.38
O: -2.07 -0.84 6.51
C: -1.42 0.82 5.02
C: -2.18 0.37 3.94
C: -1.70 0.70 2.68
N: -0.58 1.38 2.48
C: 0.01 1.96 3.50
C: -0.32 1.59 4.79
H: -2.00 1.01 8.26
H: -1.75 2.26 7.08
H: -3.04 -0.28 4.00
H: -2.15 0.27 1.81
H: 0.92 2.54 3.30
H: 0.29 2.00 5.57
C: -2.93 -0.97 -1.35
C: -1.80 -1.60 -2.14
C: -2.15 -3.01 -2.60
C: -1.66 -0.76 -3.46
P: -0.19 -1.51 -1.16
N: -0.17 -0.04 -0.34
C: 1.39 -1.36 -2.25
C: 2.54 -1.54 -1.26
C: 1.49 0.01 -2.94
C: 1.41 -2.51 -3.26
C: -0.19 -2.81 0.31
C: 0.83 -2.38 1.42
C: -1.55 -2.79 0.98
C: 0.27 -4.17 -0.19
H: -3.71 -1.05 -2.04
H: -2.71 0.08 -1.17
H: -3.18 -1.47 -0.42
H: -3.01 -2.97 -3.25
H: -2.47 -3.74 -1.82
H: -1.34 -3.50 -3.07
H: -2.53 -0.97 -4.06
H: -0.83 -1.07 -4.08
H: -1.57 0.30 -3.31
H: 2.28 -0.93 -0.36
H: 3.42 -1.06 -1.68
H: 2.81 -2.56 -1.02
H: 1.60 0.77 -2.20
H: 0.56 0.33 -3.48
H: 2.34 -0.02 -3.63
H: 0.95 -3.47 -2.97
H: 2.40 -2.67 -3.67
H: 0.79 -2.35 -4.18
H: 0.61 -1.33 1.80
H: 1.87 -2.56 1.17
H: 0.65 -3.06 2.26
H: -2.04 -1.83 1.01
H: -1.51 -3.15 1.96
H: -2.20 -3.53 0.43
H: 1.32 -4.24 -0.37
H: -0.14 -4.57 -1.12
H: 0.08 -4.96 0.62

* LUMO level: -6.8837 eV
* highest occupied orbital energy: -14.478 eV
* energy relative to the best compared isomer or geometry (same formula, charge and spin): 0.444 eV
* total charge: +2
* Kohn-Sham gap: 7.59 eV
* 2S+1: 1